Record 1
ORCA calculation (wB97M-V/def2-TZVPD) on a structure of composition C20H27FN10O11P2Ti.

XYZ file:
```
72
Properties=species:S:1:pos:R:3:mulliken_charge:R:1
Ti 1.321 0.353 -1.018 0.62
N 0.233 3.527 -3.490 -0.22
C -0.074 3.602 -2.003 0.61
C -0.643 4.956 -1.634 -1.84
P 1.520 3.131 -1.181 0.79
O 2.214 4.533 -0.824 -0.63
O 2.281 2.399 -2.253 -0.92
O 1.224 2.353 0.062 -0.02
P -1.276 2.200 -1.729 1.48
O -2.294 2.582 -2.957 -0.66
O -0.492 1.005 -2.180 -1.10
O -1.980 2.299 -0.437 -0.86
H 0.622 4.403 -3.834 0.35
H -0.615 3.293 -4.013 0.35
H 0.955 2.787 -3.581 0.30
H 0.066 5.762 -1.836 0.43
H -0.866 4.957 -0.568 0.33
H -1.578 5.146 -2.166 0.47
H 2.302 4.635 0.132 0.33
H -3.197 2.663 -2.631 0.36
F -0.295 -4.006 1.957 -0.45
C -0.535 -4.100 0.637 0.56
C 0.417 -3.805 -0.255 -0.44
N 0.192 -3.844 -1.610 0.14
C 1.266 -3.515 -2.564 -0.89
C 2.096 -2.335 -2.031 0.82
O 3.016 -2.597 -1.250 -0.69
O 1.729 -1.189 -2.447 -0.67
C -1.026 -4.243 -2.119 0.47
O -1.273 -4.341 -3.302 -0.67
N -1.987 -4.515 -1.155 -0.04
C -1.879 -4.450 0.230 0.29
O -2.828 -4.671 0.955 -0.68
H 1.408 -3.492 0.045 0.60
H 0.781 -3.255 -3.499 0.45
H 1.905 -4.387 -2.703 0.30
H -2.887 -4.789 -1.523 0.23
C -3.224 -0.523 3.331 -1.15
N -2.788 -0.322 1.956 0.01
N -1.415 -0.283 1.754 1.03
C -1.125 -0.829 0.532 -0.46
O 0.027 -0.840 0.062 -0.12
C -2.352 -1.321 0.002 -0.21
C -3.319 -1.032 0.914 0.57
C -4.748 -1.440 0.926 -1.93
C -0.612 0.711 2.384 -0.34
C 0.683 0.377 2.754 -0.26
C 1.490 1.346 3.329 -0.49
C 0.994 2.622 3.557 -0.60
C -0.305 2.940 3.184 -0.83
C -1.111 1.990 2.578 0.43
H -4.287 -0.307 3.395 0.43
H -2.690 0.177 3.970 0.37
H -3.029 -1.545 3.665 0.30
H -2.472 -1.785 -0.961 0.63
H -5.034 -1.792 -0.062 0.43
H -5.398 -0.613 1.211 0.43
H -4.898 -2.265 1.626 0.33
H 1.055 -0.622 2.573 0.23
H 2.507 1.097 3.600 0.43
H 1.623 3.371 4.021 0.42
H -0.688 3.939 3.345 0.41
H -2.102 2.236 2.220 0.38
N 5.527 -1.904 1.623 -0.68
N 4.876 -1.082 0.714 1.05
N 5.470 -0.587 -0.349 -1.05
C 4.483 0.114 -0.882 -0.29
N 3.367 0.029 -0.151 0.32
N 3.644 -0.731 0.884 -0.42
H 6.451 -2.058 1.233 0.34
H 5.024 -2.786 1.636 0.27
H 4.553 0.669 -1.801 0.52
```

<S²>	2.00
calculated total energy	-103020.42279	eV
HOMO energy (spin up / spin down)	-5.64 / -8.40	eV
orbital gap (spin up / spin down)	5.73 / 8.48	eV
2S+1	3
net charge	0

---

Record 2
ORCA calculation (wB97M-V/def2-TZVPD) on a structure of composition C20H27FN5OPbS3Si at a distorted geometry.

XYZ file:
```
59
Properties=species:S:1:pos:R:3:mulliken_charge:R:1
Pb -1.079 -0.228 -1.660 0.77
C 4.774 0.327 -1.126 -0.62
S 4.050 -1.332 -0.948 -0.04
C 2.366 -1.120 -1.230 0.43
S 1.614 0.534 -1.274 -0.37
N 1.700 -2.195 -1.419 -1.38
N 0.365 -2.206 -1.559 1.02
C -0.203 -3.363 -1.674 -0.80
C -1.639 -3.466 -1.755 0.94
C -2.297 -4.700 -1.772 -0.90
C -3.678 -4.721 -1.869 -0.29
C -4.375 -3.522 -1.924 -0.89
C -3.654 -2.340 -1.874 -0.10
N -2.334 -2.315 -1.802 0.11
H 5.523 0.270 -1.910 0.43
H 5.249 0.609 -0.192 0.25
H 4.005 1.041 -1.395 0.21
H 0.396 -4.268 -1.690 0.35
H -1.729 -5.614 -1.704 0.46
H -4.203 -5.662 -1.899 0.45
H -5.449 -3.497 -2.004 0.42
H -4.147 -1.378 -1.891 0.54
C 0.439 -1.367 1.473 -0.50
Si 1.615 0.087 1.826 0.06
C 3.298 -0.616 2.363 -1.11
C 0.787 1.207 3.115 -0.95
N 1.823 1.078 0.345 0.78
C 1.854 2.480 0.466 -0.37
C 2.742 3.095 1.347 -0.13
C 2.721 4.465 1.541 -0.78
C 1.837 5.261 0.830 -0.46
C 0.958 4.681 -0.069 -0.83
C 0.964 3.309 -0.219 0.44
F 0.041 2.744 -1.049 -0.11
H -0.030 -1.689 2.397 0.57
H 0.971 -2.220 1.067 0.35
H -0.359 -1.101 0.781 -0.43
H 3.277 -0.816 3.429 0.42
H 4.134 0.048 2.179 0.31
H 3.522 -1.559 1.874 0.34
H 0.939 0.792 4.105 0.42
H -0.286 1.276 2.960 0.17
H 1.181 2.217 3.120 0.37
H 3.439 2.480 1.891 0.40
H 3.407 4.911 2.245 0.44
H 1.836 6.332 0.956 0.42
H 0.265 5.277 -0.645 0.48
C -3.694 -0.386 1.531 -0.98
C -3.203 0.981 1.079 -0.02
O -3.218 1.037 -0.346 -0.42
H -3.648 -0.450 2.615 0.41
H -3.080 -1.174 1.103 0.09
H -4.722 -0.535 1.213 0.35
H -2.180 1.151 1.443 -0.05
H -3.851 1.758 1.492 0.45
H -3.255 1.951 -0.647 0.26
S -0.830 -0.186 -4.251 -0.36
C -2.055 0.930 -4.425 0.48
N -2.897 1.699 -4.561 -0.50
```

calculated total energy	-79019.40382	eV
HOMO energy	-11.14	eV
orbital gap	6.76	eV
2S+1	1
net charge	+1

---

Record 3
ORCA calculation (wB97M-V/def2-TZVPD) on a cluster of 6 separate species, C20H27FO18 in total at a distorted geometry.

XYZ file:
```
66
Properties=species:S:1:pos:R:3:mulliken_charge:R:1
C 0.174 -0.151 1.112 0.28
C -0.082 1.218 1.771 -0.35
O 0.950 2.037 1.182 -0.37
C 1.824 1.281 0.500 0.55
O 2.780 1.698 -0.073 -0.50
O 1.454 -0.015 0.488 -0.29
H -0.539 -0.241 0.287 0.18
H 0.045 -1.036 1.728 -0.01
H -0.023 1.231 2.855 0.37
H -1.024 1.600 1.389 0.20
C 0.049 2.417 -2.088 0.67
C 0.893 1.346 -2.750 -0.17
O -0.066 0.656 -3.584 -0.38
C -1.165 1.414 -3.707 0.65
O -2.137 1.128 -4.342 -0.59
O -1.032 2.563 -3.013 -0.38
H 0.581 3.361 -1.973 0.03
H -0.335 2.148 -1.101 -0.22
H 1.333 0.585 -2.109 0.20
H 1.716 1.753 -3.340 0.18
C 3.532 4.898 0.828 -0.13
C 4.719 5.567 0.131 -0.35
O 4.449 5.366 -1.250 -0.37
C 3.151 5.015 -1.413 0.72
O 2.612 4.865 -2.460 -0.53
O 2.564 4.816 -0.219 -0.27
H 3.166 5.455 1.686 0.32
H 3.719 3.865 1.127 0.09
H 5.688 5.134 0.371 0.30
H 4.772 6.630 0.378 0.24
C 4.274 -1.622 0.784 -1.24
C 4.134 -2.544 1.961 0.26
C 2.945 -2.277 2.869 0.59
O 2.337 -3.526 3.082 -0.31
C 2.848 -4.430 2.202 0.68
O 2.447 -5.542 2.104 -0.55
O 3.836 -3.884 1.474 -0.38
H 4.384 -0.572 1.050 0.33
H 3.373 -1.675 0.163 0.19
H 5.082 -1.971 0.141 0.42
H 5.108 -2.697 2.432 0.24
H 2.227 -1.619 2.364 -0.52
H 3.215 -1.740 3.780 0.34
C -4.705 -4.731 1.536 -1.44
C -3.447 -4.396 0.801 0.64
C -3.355 -2.924 0.327 -0.40
O -2.101 -2.490 0.767 -0.12
C -1.507 -3.452 1.512 0.48
O -0.406 -3.363 1.947 -0.52
O -2.279 -4.549 1.599 -0.37
H -4.557 -5.674 2.072 0.36
H -5.565 -4.936 0.902 0.36
H -4.917 -3.966 2.284 0.39
H -3.351 -4.998 -0.109 0.21
H -4.202 -2.366 0.747 0.18
H -3.491 -2.805 -0.746 0.21
C -4.985 1.347 -2.774 -0.38
C -5.219 0.051 -2.037 0.29
O -3.963 -0.086 -1.374 -0.13
C -3.496 1.183 -1.145 0.39
O -2.586 1.432 -0.430 -0.47
O -4.272 2.089 -1.779 -0.31
F -5.448 -1.011 -2.844 -0.30
H -5.842 1.848 -3.212 0.34
H -4.286 1.154 -3.596 0.19
H -5.996 0.142 -1.268 0.30
```

calculated total energy	-60751.26404	eV
HOMO energy	-10.56	eV
orbital gap	10.93	eV
2S+1	1
net charge	0
SMILES	O=C1OC[C@@H](F)O1.C[C@H]1COC(=O)O1.C[C@H]1COC(=O)O1.O=C1OCCO1.O=C1OCCO1.O=C1OCCO1